1.
11
Properties=species:S:1:pos:R:3:forces:R:3 method="wB97M-V/def2-TZVPD" lumo_ev=0.43 charge=0
N -0.035 2.922 0.683 0.012 0.768 4.008
N -0.262 3.126 1.767 -1.063 0.443 -0.477
N -2.225 0.841 -0.005 -0.397 0.530 -0.125
N 0.558 2.457 -0.244 1.221 -0.350 -3.982
C 0.746 -0.201 -1.109 0.741 -3.133 0.359
C -0.230 -0.704 -0.329 1.741 2.283 -2.007
C -1.304 0.187 -0.199 -1.436 -0.493 0.927
H 0.570 0.716 -1.612 0.388 0.353 -0.355
H 0.354 2.916 -1.146 -0.103 -0.181 0.678
H 1.656 -0.852 -1.287 -1.038 1.228 0.068
H -0.187 -1.618 0.156 -0.067 -1.448 0.906

***

2.
11
Properties=species:S:1:pos:R:3:forces:R:3 method="wB97M-V/def2-TZVPD" lumo_ev=-0.12 charge=0
N 1.468 0.635 0.850 -0.265 -0.677 0.255
N 1.049 -1.557 0.386 0.007 -0.018 -0.386
N 0.300 1.158 0.336 0.369 -0.717 -0.024
N -1.557 0.589 -0.957 0.026 0.127 0.152
C -0.013 -1.146 -0.215 0.033 0.005 0.019
C 1.935 -0.613 0.925 -0.198 -0.243 0.047
C -0.413 0.243 -0.272 0.215 0.010 0.231
H -2.278 -0.114 -1.062 0.298 0.138 0.090
H 2.058 1.201 1.432 -0.342 1.215 -0.339
H -0.647 -1.913 -0.662 -0.144 0.198 0.007
H -1.903 1.516 -0.760 0.001 -0.038 -0.053

***

3.
11
Properties=species:S:1:pos:R:3:forces:R:3 method="wB97M-V/def2-TZVPD" lumo_ev=-0.23 charge=0
N -1.336 -0.329 -1.299 0.450 0.285 -0.252
N -0.481 1.580 -0.290 -0.063 -0.152 0.466
N 1.223 -0.415 0.571 -0.148 0.100 -0.452
N -0.319 1.433 0.934 -0.087 -0.086 -0.566
C 1.060 -0.227 -0.682 0.064 -0.255 0.425
C -0.287 0.316 -0.990 -0.335 -0.352 0.043
C 0.053 0.032 1.312 -0.265 -0.275 0.245
H 0.177 -0.083 2.382 0.202 0.336 -0.020
H -0.831 -0.563 0.994 0.371 0.124 0.402
H -1.115 -1.300 -1.537 0.055 0.255 -0.338
H 1.855 -0.444 -1.394 -0.245 0.021 0.046

***

4.
11
Properties=species:S:1:pos:R:3:forces:R:3 method="wB97M-V/def2-TZVPD" smiles="C=Cn1cnnn1" lumo_ev=0.23 charge=0
N -0.015 -0.445 -0.151 -1.043 -0.208 0.170
N 0.427 -2.645 -0.180 -0.929 4.434 -0.379
N 0.848 -0.583 -1.114 1.191 -4.460 -0.262
N 1.146 -1.923 -1.147 -1.323 1.654 0.761
C -0.345 -1.680 0.418 3.092 0.167 -2.015
C -0.379 0.881 0.262 -1.767 -2.783 4.172
C 0.007 2.061 -0.098 -0.023 4.019 -1.366
H -0.192 3.025 0.587 0.139 -2.602 -1.712
H -0.975 0.733 1.231 1.020 0.526 -1.305
H -0.856 -1.710 1.343 -0.719 -0.361 0.454
H 0.335 2.286 -1.151 0.364 -0.387 1.481

***

5.
11
Properties=species:S:1:pos:R:3:forces:R:3 method="wB97M-V/def2-TZVPD" lumo_ev=0.24 charge=0
N -0.593 1.057 -0.852 -0.873 -2.189 -2.076
N 1.471 1.631 -0.444 0.699 4.514 0.194
N 0.288 1.931 -0.701 1.359 2.105 0.793
N 1.847 0.411 -0.233 0.263 -3.261 -0.490
C 1.156 -0.522 0.151 -0.654 -1.445 0.283
C 0.568 -1.612 0.590 -0.629 -0.884 -0.325
C -1.511 0.567 -0.189 -0.962 0.194 0.365
H 0.902 -1.959 1.588 -0.604 0.071 -0.720
H -2.132 -0.129 -0.691 -0.601 -0.725 -0.346
H -1.752 0.810 0.818 0.019 0.374 0.943
H -0.245 -2.184 -0.037 1.983 1.245 1.378

***

6.
11
Properties=species:S:1:pos:R:3:forces:R:3 method="wB97M-V/def2-TZVPD" smiles=Nc1ccnnn1 lumo_ev=0.12 charge=0
N -1.516 1.417 0.087 2.587 -2.934 -0.314
N 1.666 0.380 1.014 -1.247 -0.880 4.261
N -0.454 0.920 0.769 -1.326 3.270 0.645
N -1.773 0.750 -1.008 -0.583 -1.845 -0.435
C 0.499 0.139 0.250 0.338 3.924 5.028
C 0.118 -0.695 -0.689 1.807 -2.632 -1.380
C -1.079 -0.435 -1.211 -2.890 -1.329 -2.485
H 0.795 -1.524 -0.839 -0.509 -0.449 -0.787
H 1.111 0.911 2.026 2.326 -1.763 -4.083
H 2.152 -0.491 1.426 -0.962 1.589 -1.309
H -1.518 -1.371 -1.827 0.458 3.051 0.858

***

7.
12
Properties=species:S:1:pos:R:3:forces:R:3 method="wB97M-V/def2-TZVPD" lumo_ev=0.19 charge=0
O 1.123 1.043 -0.005 0.885 -0.513 0.491
N -1.227 1.071 -0.038 -1.370 -0.518 0.201
N 2.391 -0.793 -0.050 0.053 -1.804 0.129
N -2.466 -0.931 0.023 0.062 -0.395 0.474
N -0.307 1.782 0.038 0.186 -0.313 -0.370
C -1.309 -0.410 -0.021 0.884 -0.526 -0.058
C 1.146 -0.287 0.017 -1.439 1.091 -0.694
C -0.013 -1.016 -0.044 0.134 1.072 0.348
H 2.579 -1.769 0.214 -0.490 0.840 -0.290
H 0.069 -2.059 -0.099 -0.062 -1.303 0.003
H -2.408 -1.971 0.187 0.101 1.442 -0.507
H 3.098 -0.170 0.215 1.057 0.928 0.272

***

8.
12
Properties=species:S:1:pos:R:3:forces:R:3 method="wB97M-V/def2-TZVPD" smiles="C=Nn1cnnc1O" lumo_ev=0.31 charge=0
O 0.281 1.820 -0.243 -1.760 0.962 1.031
N -0.307 -0.574 0.070 5.235 1.531 -1.966
N -2.383 -0.407 0.016 -1.547 -2.184 -0.425
N -1.885 0.825 0.116 0.314 2.165 -0.945
N 0.934 -1.105 -0.210 3.266 1.685 1.138
C -1.403 -1.270 -0.146 -2.435 -0.935 1.316
C 1.972 -0.371 0.150 -2.122 0.818 0.280
C -0.594 0.769 -0.043 -1.276 0.589 1.398
H 2.043 0.701 0.675 -0.906 -2.575 -1.133
H -1.410 -2.397 -0.227 -0.165 1.784 0.106
H -0.184 2.741 -0.047 0.884 -3.128 -0.555
H 2.936 -0.732 -0.111 0.511 -0.712 -0.246

***

9.
12
Properties=species:S:1:pos:R:3:forces:R:3 method="wB97M-V/def2-TZVPD" smiles="Cn1cnnnc1=O" lumo_ev=-0.74 charge=0
O -0.722 -0.336 -1.904 1.760 -0.710 4.217
N -1.175 -0.675 1.587 0.336 0.685 -3.042
N -1.271 -0.932 0.329 1.494 0.361 1.055
N 0.718 0.390 -0.324 0.156 -1.782 2.930
N -0.196 0.235 1.985 2.252 -0.812 -2.599
C -0.314 -0.331 -0.693 -6.786 -1.016 -4.995
C 0.724 0.504 1.033 -1.809 0.959 1.601
C 1.614 0.780 -1.335 0.093 -1.529 -3.048
H 1.097 1.403 -2.021 -0.959 0.183 -0.823
H 1.501 1.110 1.307 1.937 1.350 1.359
H 2.096 -0.032 -1.962 -1.229 0.271 1.017
H 2.412 1.362 -1.158 2.756 2.039 2.327

***

10.
12
Properties=species:S:1:pos:R:3:forces:R:3 method="wB97M-V/def2-TZVPD" smiles="C=N/N=c1/nco[nH]1" lumo_ev=-0.08 charge=0
O 1.371 0.189 -1.935 0.826 -1.526 -2.268
N 0.982 0.466 -0.713 -1.838 2.683 2.408
N -0.828 0.476 -1.819 -0.815 -2.240 -6.484
N -1.001 -0.061 0.548 -1.155 1.686 -3.507
N -0.123 -0.216 1.545 0.923 0.027 2.294
C 0.235 0.099 -2.574 -2.751 2.427 -1.392
C -0.553 -0.369 2.768 -1.009 -0.045 -1.657
C -0.412 0.353 -0.611 2.289 -1.681 6.543
H 0.327 -0.044 -3.710 -0.494 0.264 2.084
H 0.273 -0.484 3.495 -0.975 -0.033 -0.195
H -1.713 -0.419 3.032 2.590 0.220 -0.501
H 1.442 0.010 -0.027 2.408 -1.781 2.676

***

11.
12
Properties=species:S:1:pos:R:3:forces:R:3 method="wB97M-V/def2-TZVPD" lumo_ev=0.54 charge=0
O 2.307 0.116 -0.024 0.164 1.119 0.274
N -2.243 0.430 -0.042 1.082 1.504 0.533
N 1.324 1.137 0.016 0.143 -0.592 -0.139
N 0.372 -0.895 0.010 1.810 -1.585 0.170
N -2.278 -0.888 -0.058 -0.081 -0.407 -0.110
C 1.683 -1.018 0.003 -1.377 -0.237 -0.308
C 0.209 0.441 0.023 -0.064 1.455 -0.106
C -1.099 1.075 0.004 -1.741 -0.534 0.056
H -1.188 2.157 0.096 0.226 -0.322 -0.268
H -3.125 -1.301 0.290 -0.235 0.271 -0.168
H 2.289 -1.909 -0.033 -0.163 -0.096 0.067
H -1.419 -1.348 0.176 0.235 -0.576 -0.001

***

12.
12
Properties=species:S:1:pos:R:3:forces:R:3 method="wB97M-V/def2-TZVPD" lumo_ev=-0.27 charge=0
O -0.590 0.150 -1.379 -1.893 -1.692 -1.362
N -0.389 -1.530 0.253 -1.655 -1.506 -2.917
N -0.205 2.200 -0.833 -1.793 11.582 1.514
N 0.709 0.503 0.462 -1.642 3.814 -0.912
N 0.933 -1.113 2.164 1.187 1.756 -1.957
C 0.429 -0.708 0.996 1.679 -0.086 3.731
C -0.753 -1.161 -0.930 2.171 0.500 2.374
C -0.115 1.002 -0.483 4.199 -6.273 2.101
H -0.344 3.024 0.250 1.018 -3.441 -4.667
H -0.415 2.765 -1.785 0.423 -2.763 3.116
H 1.757 -0.411 2.524 -3.027 -1.719 -1.417
H -0.972 -1.797 -1.778 -0.666 -0.173 0.396

***

Energy relative to the best compared isomer or geometry (same formula, charge and spin)? In order: 99.8 81.2 87.5 92.8 153.7 112.3 71.5 85.8 92.0 121.6 62.3 96.5 kcal/mol.